{"formula": "C51H132N14O19", "method": "wB97M-V/def2-TZVPD", "smiles": "COCCNCCOC.COCCNCCOC.COCCNCCOC.COCCNCCOC.COCCNCCOC.COCCNCCOC.COCCNCCOC.COCCNCCOC.NC(N)=O.NC(N)=O.NC(N)=O", "charge": 0, "largest_force_ha_per_bohr": 0.11398, "relative_energy_kcal_mol": 186.4, "lumo_energy_ev": 0.2, "e_homo_ev": -8.51, "mol_weight_g_mol": 1245.7, "homo_lumo_gap_ev": 8.756, "species": ["C", "O", "C", "C", "N", "C", "C", "O", "C", "H", "H", "H", "H", "H", "H", "H", "H", "H", "H", "H", "H", "H", "H", "H", "C", "O", "C", "C", "N", "C", "C", "O", "C", "H", "H", "H", "H", "H", "H", "H", "H", "H", "H", "H", "H", "H", "H", "H", "C", "O", "C", "C", "N", "C", "C", "O", "C", "H", "H", "H", "H", "H", "H", "H", "H", "H", "H", "H", "H", "H", "H", "H", "C", "O", "C", "C", "N", "C", "C", "O", "C", "H", "H", "H", "H", "H", "H", "H", "H", "H", "H", "H", "H", "H", "H", "H", "C", "O", "C", "C", "N", "C", "C", "O", "C", "H", "H", "H", "H", "H", "H", "H", "H", "H", "H", "H", "H", "H", "H", "H", "C", "O", "C", "C", "N", "C", "C", "O", "C", "H", "H", "H", "H", "H", "H", "H", "H", "H", "H", "H", "H", "H", "H", "H", "C", "O", "C", "C", "N", "C", "C", "O", "C", "H", "H", "H", "H", "H", "H", "H", "H", "H", "H", "H", "H", "H", "H", "H", "C", "O", "C", "C", "N", "C", "C", "O", "C", "H", "H", "H", "H", "H", "H", "H", "H", "H", "H", "H", "H", "H", "H", "H", "N", "C", "N", "O", "H", "H", "H", "H", "N", "C", "N", "O", "H", "H", "H", "H", "N", "C", "N", "O", "H", "H", "H", "H"], "positions_angstrom": [[-0.414743, 0.392576, 4.011460], [-0.236722, -1.029308, 4.135503], [0.903190, -1.559639, 3.408109], [1.472202, -2.822028, 4.170553], [2.273848, -3.732552, 3.421571], [2.715647, -4.969828, 4.022690], [3.198970, -5.954636, 3.011188], [3.524212, -7.197871, 3.632964], [4.134834, -8.193463, 2.811353], [-1.338113, 0.591124, 4.555578], [-0.570902, 0.754322, 2.995163], [0.484020, 0.840688, 4.435146], [1.711231, -0.834772, 3.309498], [0.490740, -1.812007, 2.431226], [0.592399, -3.430777, 4.379073], [1.971100, -2.531819, 5.095206], [3.021123, -3.121160, 3.125129], [1.797762, -5.323555, 4.492215], [3.485030, -4.730493, 4.756761], [4.038347, -5.457209, 2.525270], [2.473399, -6.032044, 2.201458], [3.685298, -8.364016, 1.833134], [4.190163, -9.076152, 3.448468], [5.143826, -7.848760, 2.585017], [8.514556, -3.164567, 2.805092], [7.102011, -2.902293, 3.010684], [6.635099, -1.785080, 2.311471], [5.199310, -1.624155, 2.752695], [4.251799, -2.375437, 1.937509], [3.569290, -1.479983, 0.993030], [2.690160, -2.419889, 0.177796], [3.391985, -3.437839, -0.437960], [2.558195, -4.378213, -1.192477], [8.854739, -3.853094, 3.578593], [8.990009, -2.184108, 2.832205], [8.584990, -3.611148, 1.813270], [6.756503, -1.970956, 1.244319], [7.203240, -0.920792, 2.655458], [5.035558, -0.550387, 2.661556], [5.034518, -1.991016, 3.765781], [4.811666, -3.031878, 1.412404], [4.330633, -1.019392, 0.363521], [2.904986, -0.748984, 1.453961], [2.308508, -1.685084, -0.531081], [1.820022, -2.771865, 0.731936], [2.052472, -3.822437, -1.982074], [1.876338, -4.931072, -0.546315], [3.110713, -5.191911, -1.662278], [6.890178, -0.740477, -3.249368], [6.217657, -1.997745, -3.320246], [4.869709, -2.077582, -2.740694], [3.812684, -1.137818, -3.385532], [3.772603, 0.189315, -2.818529], [2.751973, 1.124940, -3.367994], [1.362016, 0.546102, -3.064776], [0.294518, 1.362878, -3.567541], [-1.025986, 0.821629, -3.304458], [6.242416, 0.108777, -3.466786], [7.691917, -0.838222, -3.981318], [7.317324, -0.530695, -2.268739], [4.803426, -1.944881, -1.660838], [4.544252, -3.092241, -2.970173], [2.934044, -1.711365, -3.090333], [3.865123, -0.974714, -4.461978], [4.697621, 0.592224, -2.864402], [2.877197, 1.180163, -4.449370], [2.766000, 2.149550, -2.996400], [1.247438, 0.430264, -1.987018], [1.131196, -0.401985, -3.550503], [-1.793307, 1.388902, -3.831260], [-1.164580, 0.525298, -2.264712], [-1.080053, -0.105213, -3.875549], [-1.653608, -3.600298, -2.465818], [-1.025600, -4.319407, -3.531529], [-1.945256, -4.543676, -4.660891], [-1.969600, -3.285055, -5.528810], [-0.620421, -3.013680, -6.158549], [-0.211340, -3.833790, -7.337155], [-0.659114, -3.364980, -8.751765], [-2.057633, -3.333646, -8.811284], [-2.622964, -4.450880, -9.389296], [-0.893869, -3.228148, -1.778497], [-2.434443, -4.119834, -1.910406], [-2.198144, -2.697468, -2.742365], [-2.955897, -4.775382, -4.324686], [-1.583216, -5.402652, -5.225858], [-2.135128, -2.350470, -4.992839], [-2.735641, -3.331541, -6.302827], [0.035848, -3.077727, -5.393494], [-0.469544, -4.892377, -7.365797], [0.872893, -3.726039, -7.367889], [-0.056722, -3.849500, -9.520178], [-0.262054, -2.351456, -8.695163], [-3.640982, -4.218759, -9.702126], [-2.807099, -5.235264, -8.655181], [-2.100980, -4.874514, -10.247299], [-2.388445, 3.564268, -1.664500], [-1.003532, 3.946045, -1.946575], [-0.646597, 5.299214, -2.083838], [0.641606, 5.568420, -2.771039], [0.618994, 4.788973, -4.026093], [1.903526, 4.795417, -4.669558], [2.190148, 5.963515, -5.547573], [1.784383, 5.686880, -6.856219], [1.736044, 6.839906, -7.687743], [-3.137413, 3.950537, -2.355843], [-2.625818, 4.088237, -0.738657], [-2.494974, 2.496279, -1.474392], [-0.440191, 5.757946, -1.116851], [-1.418846, 5.839537, -2.631352], [1.523542, 5.320729, -2.180333], [0.707971, 6.610864, -3.082518], [0.413257, 3.883588, -3.628536], [2.032858, 3.936874, -5.328547], [2.658157, 4.772313, -3.883368], [3.274447, 6.050980, -5.616404], [1.893892, 6.846153, -4.980768], [2.731826, 7.252238, -7.850522], [0.995653, 7.583383, -7.392521], [1.374972, 6.510872, -8.662148], [-4.087201, -6.446441, -1.331322], [-4.440297, -5.247792, -0.568415], [-5.649770, -4.572191, -0.844733], [-5.668193, -3.039606, -0.642991], [-5.809099, -2.716409, 0.809881], [-6.106739, -1.306296, 0.928614], [-6.054007, -0.871123, 2.488946], [-4.878518, -1.197961, 3.240368], [-5.044552, -1.390188, 4.654945], [-4.737213, -7.220653, -0.923664], [-3.102797, -6.827925, -1.060185], [-4.242881, -6.347725, -2.405617], [-6.516989, -5.083257, -0.426603], [-5.644786, -4.685761, -1.928792], [-6.413263, -2.738722, -1.379490], [-4.700236, -2.657093, -0.966777], [-4.854747, -2.866040, 1.104689], [-7.096645, -1.148536, 0.500466], [-5.403894, -0.680121, 0.379057], [-6.981223, -1.286042, 2.884198], [-6.320503, 0.184367, 2.433959], [-4.234458, -2.005561, 5.046309], [-5.953165, -1.975618, 4.795631], [-5.222377, -0.447491, 5.172441], [6.418818, 6.943943, 4.853560], [5.774924, 6.845849, 3.634925], [4.933979, 5.682435, 3.609767], [3.556896, 6.108816, 3.179492], [2.901677, 5.030346, 2.465894], [1.485797, 5.298507, 2.240633], [0.866926, 4.300160, 1.206948], [0.979872, 2.833462, 1.522659], [0.453277, 2.135902, 0.423520], [7.018560, 6.164557, 5.323629], [5.637846, 7.295046, 5.528017], [7.007192, 7.857502, 4.768077], [4.876620, 5.098363, 4.528282], [5.314042, 4.957405, 2.890050], [3.623698, 7.011599, 2.572350], [3.105981, 6.513830, 4.085431], [2.870299, 4.287139, 3.149087], [1.309152, 6.306809, 1.866156], [1.068201, 5.089512, 3.225537], [1.380743, 4.524635, 0.272230], [-0.136421, 4.516814, 0.840270], [-0.517765, 2.496729, 0.084424], [0.190828, 1.112352, 0.691042], [1.109630, 2.087989, -0.445388], [-2.948699, 8.837843, 6.523201], [-3.419402, 7.629870, 6.082242], [-4.177650, 6.946520, 7.076165], [-5.065826, 5.773497, 6.488230], [-4.191269, 4.696327, 5.966954], [-4.985684, 3.665360, 5.294674], [-4.133994, 2.709365, 4.457061], [-3.835506, 3.402014, 3.256860], [-2.927660, 2.747221, 2.393021], [-3.643849, 9.515925, 7.018257], [-2.417108, 9.289659, 5.685721], [-2.176091, 8.704216, 7.280383], [-4.913779, 7.610148, 7.529833], [-3.601676, 6.542256, 7.908580], [-5.590643, 6.111871, 5.594831], [-5.860166, 5.539959, 7.197160], [-3.517311, 4.887171, 5.239308], [-5.783591, 4.107564, 4.698083], [-5.445295, 3.198830, 6.166001], [-4.749713, 1.811273, 4.408040], [-3.173688, 2.537503, 4.943248], [-1.973912, 2.492449, 2.855143], [-2.805784, 3.427037, 1.549761], [-3.375172, 1.798707, 2.096090], [-1.175241, -1.101923, -0.054500], [-2.387911, -0.658453, 0.294993], [-2.809126, -1.429258, 1.213917], [-2.979375, 0.270408, -0.191911], [-0.438089, -0.496788, -0.386945], [-0.942609, -2.008497, 0.325130], [-2.259220, -2.175714, 1.614535], [-3.542264, -1.112844, 1.832364], [-0.164011, -5.370484, 2.166377], [-1.226404, -4.749392, 1.688052], [-1.930063, -5.656462, 1.090785], [-1.460573, -3.578149, 1.915449], [0.479876, -4.773128, 2.665051], [0.051062, -6.354377, 2.090296], [-1.832959, -6.654458, 1.211949], [-2.739563, -5.297932, 0.604710], [-5.527868, 1.025994, -1.847253], [-5.191736, 0.235601, -2.846562], [-4.079950, -0.388789, -2.753991], [-6.067381, 0.153856, -3.724050], [-6.476728, 1.365715, -1.913198], [-4.964060, 1.008489, -1.009444], [-3.841106, -1.012591, -3.511556], [-3.402922, -0.197697, -2.029264]], "forces_ev_per_a": [[0.22, -1.25, 0.26], [0.86, -0.08, -0.33], [-0.36, -0.65, 0.76], [-2.22, -0.38, 0.36], [0.37, 1.12, -2.10], [-1.12, 1.10, 1.05], [0.67, -0.10, -0.56], [-0.66, 0.39, -0.50], [0.61, 1.09, 0.58], [0.27, 0.27, 0.25], [0.21, -0.25, -0.32], [-0.24, 0.60, 0.10], [-0.09, 0.41, 0.00], [0.48, -0.32, -0.24], [-0.51, 0.42, 0.89], [-0.21, 0.38, 0.37], [0.86, -0.88, -0.90], [0.23, -0.57, 0.61], [0.11, -0.59, 0.44], [0.70, -0.37, -0.12], [-0.37, -0.46, -0.02], [-0.65, -0.11, 0.16], [-0.10, -0.10, -0.40], [0.35, -0.16, 0.00], [-1.84, 0.49, -0.32], [1.13, -1.25, 0.65], [0.14, -0.58, 1.30], [-0.08, 0.21, -0.49], [0.36, 1.54, 0.33], [0.41, -2.77, -0.15], [-1.08, 1.99, -0.59], [0.25, -1.98, -0.76], [0.41, 0.76, 0.58], [-0.01, 0.21, -0.09], [0.63, -0.21, 0.08], [0.55, -0.06, -0.07], [-0.15, 0.44, -0.40], [0.26, 0.35, -0.36], [-0.65, 0.06, 0.33], [0.67, 0.53, 0.34], [-0.36, -0.35, -0.32], [-0.26, 0.54, -0.31], [0.31, 0.03, 0.24], [-0.59, -0.19, -1.01], [0.15, -0.29, 0.44], [-0.37, -0.08, 0.05], [-0.43, 0.52, 0.28], [0.82, 0.52, 0.08], [-0.27, -0.70, 0.03], [-1.12, 0.32, 0.86], [0.75, 0.88, -1.76], [0.31, -0.23, 0.52], [-0.36, 1.37, 1.50], [-0.46, -1.54, -0.48], [-1.38, 0.20, -0.56], [-0.33, 0.88, 0.54], [1.67, -0.88, -1.39], [0.14, -0.09, -0.51], [-0.03, 0.38, 0.06], [0.10, -0.24, 0.27], [0.51, 0.12, 0.00], [0.26, -0.02, 0.06], [-0.61, 0.41, -0.41], [0.14, -1.08, -0.46], [-0.35, 0.26, 0.06], [-0.17, 0.17, -0.37], [0.52, -0.18, 0.42], [0.11, -0.11, 0.32], [0.80, -0.57, 0.15], [0.19, 0.73, 0.83], [-0.32, 0.70, 0.15], [0.08, -0.68, -0.01], [0.03, 0.47, 0.05], [-1.44, -0.07, -0.25], [0.49, 1.14, 0.67], [1.58, 0.15, -1.07], [-1.50, -0.72, -0.99], [0.39, -0.02, -0.23], [1.00, 1.80, 3.04], [0.56, 0.63, -0.98], [-1.48, -1.00, 0.00], [0.17, -0.40, -0.05], [0.22, -0.86, 0.04], [0.19, 0.30, -0.79], [-0.08, -0.07, 0.38], [0.22, 0.09, 0.08], [-0.42, -0.29, 0.53], [0.10, -0.13, -0.07], [0.35, -0.21, -0.25], [-0.01, -0.44, 0.98], [0.18, -0.41, 0.07], [-0.69, -0.60, -0.28], [-0.60, 0.56, -0.72], [0.04, 0.38, -0.26], [0.44, -0.44, 0.22], [0.32, 0.17, -0.02], [0.96, 1.87, 0.90], [-0.10, -1.43, -0.54], [-1.08, 0.89, 0.91], [0.28, -0.78, -2.43], [-0.35, 0.25, 0.83], [0.27, -0.90, 0.01], [1.55, -0.24, 0.50], [-1.33, 1.18, -0.33], [-0.26, -0.83, -0.65], [0.35, -0.22, -0.66], [-0.28, -0.14, 0.41], [0.43, 0.09, -0.37], [-0.90, 0.16, 0.65], [-0.25, 0.11, 0.15], [0.21, -0.10, 0.37], [-0.14, 0.28, 0.61], [-0.08, -0.80, -0.84], [-0.13, -0.38, 0.29], [0.67, -0.15, 0.03], [0.47, 0.15, 0.28], [-0.84, 0.67, -0.89], [0.08, 0.32, 0.27], [0.23, 0.17, 0.59], [0.14, -0.24, -0.05], [-1.73, 0.38, 1.53], [2.24, -0.41, 0.91], [0.39, -0.12, -2.24], [0.92, -2.15, 1.07], [-0.44, -0.16, -1.80], [1.23, 0.11, 2.31], [-1.56, -0.12, -1.67], [-0.36, 0.15, -0.69], [-1.18, -0.35, -0.91], [-0.36, -0.32, -0.48], [0.28, 0.84, -0.22], [0.15, 0.22, 0.00], [-0.03, 0.09, 0.28], [-1.04, 0.13, -0.49], [-0.44, 0.70, 0.73], [0.09, 0.17, -0.46], [0.11, 0.03, 0.67], [-0.15, 0.31, 0.45], [0.16, 0.11, -0.19], [0.28, -0.65, 0.65], [0.75, 0.56, 0.47], [0.26, 0.53, -0.17], [-0.17, -0.15, 0.11], [0.49, 0.10, 0.10], [-0.25, 2.86, 1.17], [-0.16, -2.26, -0.47], [0.25, -0.04, -1.30], [0.36, 0.86, -0.10], [0.07, 0.26, 0.13], [-0.80, -2.12, 0.01], [0.99, -0.51, -0.36], [-0.25, 2.53, -0.27], [-0.70, -0.78, -0.23], [-0.14, -0.57, -0.70], [0.00, -0.49, 0.93], [0.62, -0.20, 0.01], [0.24, 0.51, 0.57], [0.23, 0.12, -0.35], [0.25, -0.22, -0.52], [-0.94, -0.34, 0.33], [0.33, -0.67, -0.26], [-0.04, -0.01, 0.19], [-1.10, 0.75, -0.03], [0.80, -0.51, -0.19], [-0.61, 0.03, 1.04], [0.00, 0.62, -0.04], [0.55, -0.17, 0.56], [0.28, 0.28, -0.04], [1.76, 0.82, 0.49], [-1.42, -1.64, 0.23], [-1.79, -1.01, -0.52], [2.63, 1.53, -1.87], [-0.46, -1.24, 0.39], [0.27, 0.06, 1.62], [-0.34, 1.43, 0.68], [-0.30, -0.06, 0.14], [-0.71, -0.25, 0.13], [-0.67, 0.01, -0.48], [-0.38, 0.34, -0.03], [0.33, -0.22, 0.33], [0.02, 0.55, 0.01], [0.60, -0.01, -0.16], [-0.41, 0.82, 0.04], [0.56, -0.87, 0.29], [0.17, 1.71, 0.34], [-0.15, -0.05, -0.46], [-0.45, -0.92, -0.43], [0.36, -0.46, -0.88], [-0.06, -0.48, 0.44], [0.23, 0.38, 0.21], [0.19, -0.31, -0.05], [0.05, -0.12, -0.51], [2.77, -0.30, -1.98], [1.74, 0.00, -0.65], [-3.66, -1.86, 4.19], [-1.01, 2.59, -1.17], [-0.35, -0.26, -0.20], [0.58, 0.32, 0.01], [0.09, 0.03, -0.04], [-0.32, -0.06, -0.18], [3.41, 0.50, 2.05], [1.59, -1.43, 1.78], [-4.35, -0.79, -3.07], [-0.07, 0.97, -0.57], [0.50, -0.18, 0.05], [-0.19, 0.46, -0.17], [0.14, 0.56, -0.02], [-0.54, -0.48, -0.05], [0.26, 1.69, 2.49], [-5.10, 1.32, -1.51], [3.91, -2.63, -0.87], [0.99, -1.03, -1.06], [0.41, 0.03, 0.38], [-0.37, 0.35, 0.20], [0.02, 0.21, 0.15], [-0.10, 0.05, 0.17]]}